C10H5Cl5O6Ru | ωB97M-V with the def2-TZVPD basis set

Geometry (Å):
Ru  0.11  -0.33  -0.65
Cl  3.31  1.14  5.15
Cl  -1.19  -0.69  1.31
Cl  0.50  0.50  6.32
Cl  -1.81  -0.43  4.39
Cl  3.82  0.87  2.06
O  -0.92  1.23  -1.15
O  1.48  0.00  0.57
O  -1.17  -1.07  -2.16
O  1.36  -0.28  -4.55
O  -2.99  1.91  -1.67
O  1.39  -0.31  -2.32
C  2.05  0.64  4.11
C  1.26  0.12  1.90
C  2.29  0.52  2.74
C  -2.45  -0.40  -1.96
C  0.81  -0.45  -3.39
C  0.79  0.35  4.64
C  -0.64  -0.87  -3.48
C  0.03  -0.16  2.45
C  -0.25  -0.06  3.80
C  -2.17  1.05  -1.57
H  -1.18  -0.08  -4.01
H  2.30  -0.02  -4.46
H  -2.96  -0.94  -1.16
H  -3.06  -0.46  -2.86
H  -0.72  -1.79  -4.05

## Properties
LUMO level (alpha / beta)   -4.87 / -5.70 eV
Charge   +1
2S+1   2
HOMO-LUMO gap (alpha / beta)   7.17 / 6.38 eV
Energy relative to the best compared isomer or geometry (same formula, charge and spin)   0.000 eV
⟨S²⟩   0.76
Electronic energy   -3231.0915 Eh
Molar mass   499.479 g mol⁻¹


C10H5O4S | ωB97M-V with the def2-TZVPD basis set

Geometry (Å):
S  -0.03  0.79  2.13
O  4.32  1.60  -0.04
O  0.74  -1.74  2.53
O  1.53  1.38  -2.03
O  -1.20  0.67  3.02
C  2.25  0.58  -0.07
C  3.44  0.91  0.50
C  -1.96  -0.92  -1.82
C  1.27  0.77  -0.98
C  0.97  -0.81  1.86
C  -0.74  -0.25  -1.91
C  -0.08  0.12  -0.76
C  -0.63  0.09  0.52
C  -2.61  -0.81  -0.59
C  -1.97  -0.23  0.50
H  -3.69  -1.17  -0.44
H  -2.41  -0.04  1.51
H  -2.63  -1.32  -2.57
H  -0.09  -0.04  -2.85
H  3.52  0.40  1.51

## Properties
LUMO level (alpha / beta)   2.46 / 3.01 eV
Charge   -1
HOMO-LUMO gap (alpha / beta)   6.50 / 7.36 eV
Electronic energy   -1083.0740 Eh
Molar mass   221.213 g mol⁻¹


C10H62Cl2N3O21 | ωB97M-V with the def2-TZVPD basis set

Geometry (Å):
Cl  0.80  3.21  -4.39
Cl  -3.95  -2.45  -0.18
O  1.53  -2.88  2.83
O  -2.18  -3.15  6.74
O  5.29  0.88  1.50
O  5.37  5.02  -2.72
O  4.09  -1.22  2.69
O  -3.94  4.54  -1.45
O  -1.79  -0.82  4.68
O  -7.21  -2.42  2.92
O  -3.81  2.43  0.28
O  7.92  1.20  3.00
O  -1.11  -4.78  -5.97
O  -1.17  -3.88  3.25
O  1.53  -3.39  -4.45
O  -1.74  -5.01  0.55
O  -2.23  -1.68  -3.43
O  6.30  -1.62  0.15
O  -6.21  -4.95  1.60
O  6.67  0.88  -1.26
O  4.17  3.46  -5.14
O  1.51  -0.67  -3.53
O  1.88  5.48  1.94
N  0.41  1.53  -0.55
N  -1.13  1.13  1.17
N  0.39  2.90  1.43
C  -3.66  -0.89  0.77
C  -0.56  0.78  -1.38
C  1.04  2.67  -1.32
C  -0.18  4.11  -3.20
C  0.03  3.77  -1.71
C  -1.14  -0.33  0.80
C  -2.31  -1.03  1.49
C  -1.00  -0.53  -0.71
C  -0.07  1.85  0.66
C  -4.86  -0.69  1.72
H  1.80  3.09  -0.66
H  -3.52  3.35  0.37
H  2.70  5.38  2.44
H  -5.70  -5.73  1.37
H  -3.01  1.91  0.38
H  -2.01  -4.06  7.00
H  -3.01  -1.97  -2.95
H  6.62  1.09  -2.19
H  -7.85  -1.85  2.47
H  -5.35  0.25  1.46
H  1.22  0.16  -3.91
H  -1.64  -1.74  4.97
H  -2.58  -1.25  -4.21
H  -2.09  -2.08  1.70
H  -1.47  -4.34  2.45
H  -1.03  1.18  2.18
H  0.33  4.68  -1.19
H  6.15  5.57  -2.87
H  2.09  5.13  1.07
H  2.29  -3.50  -3.86
H  -2.35  -5.75  0.62
H  7.18  -1.26  0.27
H  -1.93  -0.82  -1.22
H  -2.42  -0.56  2.46
H  5.95  1.39  1.00
H  -0.23  -0.74  1.26
H  4.35  2.58  -4.80
H  3.78  -0.60  2.02
H  -0.77  -4.45  -5.14
H  -0.95  3.52  -1.29
H  7.04  1.58  2.94
H  -1.23  3.96  -3.47
H  1.28  -1.34  -4.19
H  5.20  4.60  -3.56
H  3.23  3.61  -4.96
H  -4.52  3.77  -1.38
H  -5.76  -4.21  1.19
H  5.93  0.28  -1.09
H  5.72  0.03  1.64
H  -4.55  -0.71  2.76
H  -2.25  -4.33  0.11
H  6.42  -2.57  0.22
H  0.01  5.17  -3.36
H  -7.55  -3.31  2.78
H  -0.14  0.54  -2.35
H  -4.46  5.21  -1.91
H  -2.69  -0.64  4.96
H  -5.60  -1.47  1.56
H  1.54  -3.08  1.88
H  -3.65  -0.10  0.02
H  -1.45  1.40  -1.51
H  3.35  -1.83  2.84
H  -0.94  -4.07  -6.60
H  1.27  2.88  1.90
H  7.80  0.42  3.55
H  -3.08  -2.98  7.03
H  -0.15  3.75  1.44
H  1.58  2.21  -2.14
H  1.17  -1.99  2.90
H  1.78  -3.88  -5.24
H  -0.28  -1.32  -0.93
H  -0.29  -3.56  3.02

## Properties
LUMO level   -3.45 eV
Charge   +1
HOMO-LUMO gap   9.34 eV
Electronic energy   -3082.6816 Eh
Molar mass   631.512 g mol⁻¹


C10H6BF4NO2ReSbSe4 | ωB97M-V with the def2-TZVPD basis set

Geometry (Å):
Re  1.29  1.27  0.68
Sb  3.25  5.39  0.47
Se  1.27  3.07  2.00
Se  1.58  6.49  -0.59
Se  5.17  4.52  1.32
Se  2.50  1.73  -1.08
F  -2.80  2.57  -1.13
F  -1.09  4.06  -0.84
F  -0.95  2.49  -2.48
F  -0.45  1.52  0.07
O  2.77  -1.44  3.21
O  2.44  0.29  1.79
N  0.52  -0.77  0.62
C  -2.08  -3.03  -0.71
C  0.95  -1.51  1.65
C  -0.77  -0.68  -1.45
C  -1.07  -2.50  0.14
C  -0.44  -1.28  -0.23
C  -2.40  -2.42  -1.87
C  0.42  -2.72  2.02
C  2.14  -0.94  2.34
C  -1.72  -1.24  -2.25
C  -0.65  -3.19  1.29
B  -1.64  3.04  -1.49
H  -1.14  -4.12  1.56
H  -2.56  -3.96  -0.41
H  0.83  -3.25  2.87
H  -1.94  -0.78  -3.21
H  -3.16  -2.83  -2.52
H  -0.27  0.21  -1.79

## Properties
LUMO level   -9.45 eV
Charge   +2
HOMO-LUMO gap   5.62 eV
Energy relative to the best compared isomer or geometry (same formula, charge and spin)   0.287 eV
Electronic energy   -10938.0823 Eh
Molar mass   882.774 g mol⁻¹


C10H6F5N2O3PtSe | ωB97M-V with the def2-TZVPD basis set

Geometry (Å):
Pt  1.17  -0.61  -0.16
Se  -0.25  -1.65  -1.76
F  -1.49  0.10  0.61
F  -5.31  -1.46  -2.90
F  -2.76  -2.19  -3.32
F  -5.97  0.04  -0.73
F  -4.03  0.82  1.00
O  3.19  1.79  2.60
O  3.40  -1.19  -0.61
O  5.24  -1.74  0.57
N  2.29  0.01  1.44
N  1.33  1.78  -0.37
C  4.09  -1.32  0.45
C  2.40  1.30  1.78
C  3.34  -0.91  1.78
C  -4.70  -0.32  -0.94
C  -3.71  0.07  -0.06
C  -3.04  -1.45  -2.24
C  -4.36  -1.08  -2.04
C  -2.01  -1.08  -1.38
C  -2.40  -0.31  -0.28
C  1.43  2.21  1.03
H  2.95  -1.85  2.18
H  1.80  3.23  1.14
H  2.23  1.83  -0.82
H  0.66  2.34  -0.89
H  4.07  -0.48  2.46
H  0.44  2.14  1.49

## Properties
LUMO level (alpha / beta)   2.33 / 1.73 eV
Charge   -1
2S+1   3
HOMO-LUMO gap (alpha / beta)   7.19 / 6.48 eV
⟨S²⟩   2.01
Electronic energy   -3740.0243 Eh
Molar mass   571.197 g mol⁻¹